1.
This record from OMol25 describes 14 unconnected molecules or ions with the total composition C44H78BF3O46 at a distorted geometry. The level of theory is wB97M-V/def2-TZVPD.

ORCA input file:
```
! RIJCOSX wB97M-V def2-TZVPD def2/J DEFGRID3
* xyz -2 1
O 1.07 1.62 4.06
C 1.05 0.92 3.05
O -0.04 0.31 2.60
B 0.14 -0.16 1.22
O 1.64 0.03 1.03
C 2.18 0.59 2.10
O 3.33 0.77 2.38
O -0.69 0.51 0.30
C -1.46 -0.35 -0.37
O -2.38 -0.12 -1.04
C -0.87 -1.74 -0.06
O -0.12 -1.64 1.02
O -1.03 -2.73 -0.73
C 6.49 -0.26 -4.07
O 5.04 -0.08 -4.12
O 6.81 -1.37 -4.64
C 7.03 1.07 -4.67
F 6.39 2.20 -4.19
F 8.38 1.17 -4.38
F 6.97 1.24 -6.01
C 4.59 0.58 -2.91
C 3.06 0.43 -2.77
H 2.65 0.71 -1.84
H 2.56 1.07 -3.51
H 2.72 -0.62 -2.99
H 4.75 1.62 -3.05
H 5.08 0.16 -1.98
H 6.72 -0.09 -3.01
C -1.33 3.09 -3.47
O 0.04 3.37 -3.33
C 0.79 3.05 -4.36
O 0.30 2.70 -5.40
O 2.05 3.24 -3.96
C 2.99 3.15 -5.04
H -1.56 2.38 -2.63
H -1.53 2.68 -4.46
H -1.87 4.04 -3.33
H 3.15 2.12 -5.39
H 3.94 3.48 -4.55
H 2.76 3.81 -5.87
C -5.39 1.80 -1.04
O -5.88 0.51 -1.15
C -6.30 0.21 -2.40
O -6.41 0.95 -3.36
O -6.71 -1.05 -2.31
C -7.18 -1.64 -3.50
H -5.18 1.92 0.03
H -6.06 2.52 -1.46
H -4.48 1.84 -1.59
H -7.36 -2.73 -3.31
H -6.48 -1.44 -4.30
H -8.17 -1.29 -3.70
C 0.54 -4.83 -2.97
O 1.73 -4.93 -3.69
C 2.18 -3.74 -4.06
O 1.68 -2.69 -3.70
O 3.22 -3.91 -4.89
C 3.96 -2.67 -5.06
H -0.24 -4.40 -3.63
H 0.66 -4.03 -2.24
H 0.20 -5.78 -2.59
H 4.73 -2.88 -5.82
H 4.31 -2.31 -4.09
H 3.39 -1.88 -5.53
C -2.00 -1.72 -4.02
O -3.14 -2.40 -4.46
C -3.12 -3.65 -4.98
O -2.14 -4.31 -5.24
O -4.37 -3.94 -5.23
C -4.81 -5.16 -5.87
H -2.19 -1.49 -2.99
H -1.89 -0.90 -4.70
H -1.17 -2.42 -4.15
H -5.67 -4.89 -6.47
H -5.24 -5.72 -5.07
H -4.06 -5.63 -6.41
C 6.55 -4.10 -2.97
O 5.56 -4.42 -1.93
C 4.94 -3.38 -1.31
O 5.37 -2.27 -1.37
O 3.91 -3.87 -0.72
C 3.12 -2.93 -0.03
H 6.24 -3.22 -3.56
H 6.39 -5.02 -3.54
H 7.54 -4.01 -2.60
H 2.64 -2.29 -0.76
H 3.78 -2.30 0.53
H 2.43 -3.39 0.71
C 0.09 1.40 8.00
O 0.60 2.47 7.33
C 0.11 3.63 7.66
O -0.72 3.77 8.52
O 0.64 4.60 6.98
C 1.18 4.36 5.66
H -1.01 1.25 7.85
H 0.12 1.59 9.08
H 0.63 0.47 7.72
H 1.90 3.56 5.70
H 1.64 5.30 5.39
H 0.33 4.03 5.03
C -4.34 -3.60 -1.44
O -5.03 -4.45 -0.56
C -6.06 -5.11 -1.04
O -6.59 -5.01 -2.09
O -6.45 -5.96 -0.02
C -7.56 -6.83 -0.24
H -3.78 -2.81 -0.90
H -5.04 -3.16 -2.14
H -3.67 -4.21 -2.01
H -7.71 -7.37 0.68
H -7.54 -7.49 -1.11
H -8.45 -6.23 -0.41
C 5.41 7.38 -0.87
O 4.94 6.06 -1.11
C 5.58 5.12 -0.37
O 6.46 5.37 0.47
O 5.05 3.98 -0.57
C 5.77 2.77 -0.24
H 5.11 7.92 -1.79
H 6.46 7.41 -0.62
H 4.91 7.84 -0.03
H 5.01 1.99 -0.42
H 6.01 2.76 0.79
H 6.56 2.55 -0.96
C -2.36 -1.68 4.19
O -3.21 -2.19 3.15
C -4.40 -2.62 3.49
O -4.83 -2.78 4.61
O -5.10 -2.76 2.38
C -6.33 -3.41 2.46
H -1.88 -2.51 4.79
H -2.94 -1.02 4.85
H -1.50 -1.27 3.67
H -6.97 -2.97 3.25
H -6.23 -4.46 2.79
H -6.82 -3.38 1.50
C -2.06 3.41 2.30
O -3.43 2.91 1.93
C -3.83 1.97 2.80
O -3.17 1.38 3.64
O -5.14 1.79 2.62
C -5.83 0.84 3.36
H -1.36 2.61 2.58
H -2.17 4.11 3.11
H -1.78 4.00 1.39
H -5.43 -0.14 3.38
H -6.84 0.81 2.94
H -5.90 1.28 4.36
C 2.17 4.79 2.38
O 0.99 5.24 3.02
C 0.86 6.54 3.32
O 1.69 7.42 3.09
O -0.38 6.69 3.88
C -0.65 8.00 4.39
H 2.93 5.52 2.66
H 2.04 4.93 1.28
H 2.48 3.78 2.63
H 0.02 8.72 3.96
H -0.57 7.92 5.50
H -1.71 8.13 4.23
C 0.67 -3.64 4.80
O 1.77 -3.07 5.47
C 2.27 -1.98 4.91
O 1.86 -1.37 3.95
O 3.47 -1.72 5.55
C 4.03 -0.43 5.37
H -0.06 -4.02 5.48
H 1.11 -4.36 4.15
H 0.18 -2.88 4.26
H 4.12 -0.16 4.33
H 5.07 -0.59 5.75
H 3.41 0.21 5.99
*
```

The value obtained for the HOMO energy is -2.788 eV. The value obtained for the total energy is -5509.1863 Ha. As for the gap between HOMO and LUMO: 5.8 eV. The calculation puts the largest force on an atom at 0.06961 Eh/bohr. The LUMO energy comes out at 3.0 eV.

***

2.
This record from OMol25 describes 2 unconnected molecules or ions with the total composition C2H7N2O at a distorted geometry. The level of theory is wB97M-V/def2-TZVPD.

ORCA input file:
```
! RIJCOSX wB97M-V def2-TZVPD def2/J DEFGRID3
* xyz 1 1
C -1.36 -0.32 0.04
C -2.61 0.03 0.09
N 1.93 -0.34 0.23
N -0.29 0.55 -0.45
O -3.71 0.36 0.02
H -1.03 -1.22 0.61
H 2.42 0.51 -0.07
H 2.38 -0.49 1.13
H 2.03 -1.17 -0.28
H -0.60 1.53 -0.03
H -0.01 0.61 -1.43
H 0.86 -0.03 0.12
*
```

The value obtained for the HOMO energy is -13.345 eV. The value obtained for the total energy is -264.8421 Ha. As for the gap between HOMO and LUMO: 9.4 eV. The value obtained for the energy above the lowest of the compared OMol25 structures with the same formula, charge and spin is 55.9 kcal per mole. The calculation puts the largest force on an atom at 0.08060 Eh/bohr. The LUMO energy comes out at -3.9 eV.

***

3.
This record from OMol25 describes a molecular structure, C6H10N2S2 at a distorted geometry. The level of theory is wB97M-V/def2-TZVPD.

ORCA input file:
```
! RIJCOSX wB97M-V def2-TZVPD def2/J DEFGRID3
* xyz 0 1
C 1.80 0.50 0.18
C 1.24 0.11 -0.98
C 1.69 1.85 0.85
C -2.16 1.20 -0.51
C -1.16 -2.65 0.27
C -1.70 -0.19 -0.49
N 2.58 -0.38 0.73
N 2.68 -1.45 0.02
S 1.86 -1.38 -1.36
S -2.11 -1.13 0.80
H 0.75 2.29 0.42
H 1.46 1.86 1.86
H 2.50 2.46 0.52
H -2.71 1.46 0.38
H -1.25 1.85 -0.53
H -2.86 1.36 -1.29
H -0.76 -2.84 1.24
H -0.49 -2.27 -0.42
H -1.82 -3.41 -0.10
H 0.46 0.74 -1.56
*
```

The value obtained for the HOMO energy is -8.013 eV. The value obtained for the total energy is -1140.3438 Ha. As for the gap between HOMO and LUMO: 8.2 eV. The value obtained for the energy above the lowest of the compared OMol25 structures with the same formula, charge and spin is 104.9 kcal per mole. The calculation puts the largest force on an atom at 0.08317 Eh/bohr. The LUMO energy comes out at 0.2 eV.

***

4.
This record from OMol25 describes 2 unconnected molecules or ions with the total composition C2H3NOS at a distorted geometry. The level of theory is wB97M-V/def2-TZVPD.

ORCA input file:
```
! RIJCOSX wB97M-V def2-TZVPD def2/J DEFGRID3
* xyz 0 1
C 3.48 -0.08 0.18
C -0.42 0.78 -0.47
N -0.44 0.29 0.71
O 4.31 -0.76 0.61
S 2.36 0.78 -0.37
H -0.28 1.95 -0.79
H -0.68 0.11 -1.25
H -0.43 0.82 1.58
*
```

The value obtained for the HOMO energy is -9.858 eV. The value obtained for the total energy is -606.1493 Ha. As for the SMILES: O=C=S.C=N. As for the gap between HOMO and LUMO: 10.5 eV. The value obtained for the energy above the lowest of the compared OMol25 structures with the same formula, charge and spin is 23.9 kcal per mole. The calculation puts the largest force on an atom at 0.06298 Eh/bohr. The LUMO energy comes out at 0.6 eV.

***

The highest LUMO belongs to which entry? C44H78BF3O46